Here is 9 unconnected molecules or ions with the total composition C50H115N2O28P7 at a distorted geometry from OMol25. Energies are from the ωB97M-V functional and the def2-TZVPD basis.

Structure (XYZ):
```
202
Properties=species:S:1:pos:R:3:forces:R:3:mulliken_charge:R:1
C 15.88570 8.49270 17.70981 0.99 0.41 -0.52 -0.78
C 17.40662 8.39565 17.35808 -1.33 0.63 0.95 0.61
O 17.64441 7.05249 17.11604 2.01 -3.66 -2.99 -0.47
P 18.70130 6.50948 15.94237 0.16 -0.93 0.04 0.50
O 18.83324 7.33873 14.70329 -0.33 -0.55 1.78 -0.03
O 18.20715 4.94787 15.56800 2.01 2.87 2.07 -0.44
C 17.21931 4.81426 14.60077 -0.86 -0.36 -1.75 0.01
C 15.89998 4.56367 15.27943 0.05 0.50 0.62 -0.97
O 20.10398 6.23175 16.75704 -4.70 0.58 0.45 -0.44
C 21.32013 6.50851 16.19310 2.59 -0.86 -1.74 0.71
C 21.74178 5.24433 15.37997 0.17 1.19 0.40 -1.26
H 15.34581 8.45681 16.76359 -0.13 0.26 -0.06 0.08
H 15.48766 7.66186 18.29236 0.50 0.04 0.29 0.46
H 15.71127 9.44974 18.20150 -0.28 -0.03 -0.07 -0.24
H 17.60745 9.01196 16.48177 0.22 0.11 0.07 -0.17
H 18.08661 8.59915 18.18530 -0.23 0.90 0.12 0.43
H 17.21886 5.64254 13.89222 -0.22 0.54 0.33 0.00
H 17.51712 4.01243 13.92513 0.01 -0.54 0.37 0.39
H 16.06187 3.81809 16.05788 -0.28 -0.53 -0.38 0.34
H 15.65759 5.43858 15.88265 -0.23 0.33 -0.20 0.09
H 15.07288 4.35579 14.60062 0.12 -0.23 0.09 0.39
H 21.33829 7.41749 15.59183 -0.33 -0.01 -0.25 -0.32
H 22.03565 6.70352 16.99191 -0.05 -0.24 0.17 0.25
H 21.14124 5.13328 14.47712 -0.13 0.07 0.03 0.34
H 22.78687 5.34728 15.08794 0.03 -0.20 0.09 0.14
H 21.57886 4.38281 16.02752 0.20 -0.08 -0.11 0.44
C 16.64492 11.59159 21.96150 0.08 -1.24 1.01 -1.63
C 16.86385 11.47365 20.47429 0.09 -1.97 2.10 0.33
O 16.73166 12.72196 19.99273 -0.86 3.88 -2.30 0.03
P 15.73174 13.12725 18.81367 -0.84 -0.51 -2.11 0.78
O 15.75787 14.54149 18.35598 0.35 -1.44 1.18 -0.85
O 16.16498 12.05198 17.65280 -2.59 0.71 1.96 0.54
C 17.36371 12.24754 16.96122 1.54 -0.40 -0.79 1.38
C 17.14438 12.62616 15.48906 -0.24 0.15 0.72 0.55
O 14.22957 12.57782 19.21487 1.55 0.65 -0.21 -0.30
C 13.40345 13.46545 20.02755 -0.05 0.75 -0.28 -0.26
C 11.90618 13.20929 19.84176 0.11 -0.61 0.67 -1.31
H 15.62963 11.81586 22.28860 -0.25 -0.18 -0.49 0.30
H 16.91538 10.60011 22.32471 -0.16 -0.06 0.62 0.43
H 17.24517 12.31610 22.51184 0.44 0.06 -0.56 0.30
H 17.86838 11.08708 20.30228 0.14 0.10 -0.24 0.21
H 16.16293 10.74686 20.06369 -0.15 0.09 -0.19 0.17
H 18.02318 12.89134 17.54321 0.04 0.67 -0.37 -0.70
H 17.89002 11.29469 17.01748 0.05 -0.22 -0.23 -0.57
H 16.49945 13.50140 15.41078 0.20 0.24 0.06 0.40
H 18.09368 12.80849 14.98538 -0.11 0.08 0.08 -0.23
H 16.60159 11.83400 14.97333 0.16 -0.23 0.03 -0.89
H 13.74192 13.40739 21.06204 -0.37 -0.68 0.22 0.29
H 13.61716 14.51510 19.82587 0.13 -0.02 -0.75 0.37
H 11.34719 13.93154 20.43674 0.14 0.16 0.07 0.41
H 11.47578 13.24715 18.84105 0.66 0.18 -0.21 0.29
H 11.63507 12.23500 20.24839 0.05 -0.13 -0.02 0.32
C 24.80717 14.21282 21.67983 1.18 1.11 0.41 -1.27
C 24.09099 12.91498 21.57103 -0.08 0.14 -0.25 0.79
O 25.04541 11.95753 21.05051 -0.74 -1.55 -1.37 -0.45
P 24.69875 11.09003 19.71295 -0.65 -0.59 1.22 0.22
O 23.26690 11.13351 19.24715 2.40 -0.03 0.64 -0.46
O 25.74690 11.59667 18.65449 -0.30 0.56 -0.73 0.58
C 27.13788 11.85215 18.90311 1.30 -1.56 -0.71 -0.54
C 27.97756 11.03549 17.81829 -0.87 0.18 0.85 -1.08
O 25.27392 9.61202 20.07787 0.15 2.68 1.17 -0.45
C 24.92287 8.51722 19.27798 -1.09 -0.56 -0.61 0.98
C 25.62864 7.25896 19.70436 0.10 -0.02 -0.44 -1.62
H 24.10389 15.03600 21.80575 0.09 0.07 -0.14 0.37
H 25.58683 14.30851 22.43553 -0.45 -0.47 0.82 0.35
H 25.47511 14.38569 20.83599 -0.72 0.06 -0.74 0.23
H 23.66727 12.55153 22.50722 0.27 -0.12 0.05 0.40
H 23.25399 13.07922 20.89238 0.04 -0.48 -0.22 -0.60
H 27.39466 12.90643 18.79985 -0.54 0.08 -0.08 0.30
H 27.34617 11.55132 19.92985 0.30 -0.04 -0.10 0.42
H 28.06458 9.96303 17.99248 -0.43 -0.07 0.55 0.25
H 27.43183 11.10598 16.87738 0.28 0.35 -0.14 0.17
H 29.01782 11.34356 17.71314 -0.19 0.57 0.00 0.50
H 23.84664 8.41940 19.42033 -0.14 -0.36 -0.49 0.18
H 25.12872 8.74126 18.23130 0.01 -0.02 -0.17 -0.42
H 25.12810 6.78633 20.54946 0.36 0.09 0.12 0.40
H 25.59537 6.57592 18.85557 -0.17 -0.16 0.02 0.36
H 26.68679 7.45963 19.87211 -0.03 -0.03 0.37 0.36
C 24.34548 5.28833 12.35285 -0.60 1.05 0.34 -1.48
C 24.34793 6.83730 12.60702 -0.38 -1.62 -0.87 0.45
O 25.49773 7.11454 13.38065 0.83 1.75 2.65 -0.36
P 25.38923 7.81338 14.88598 -1.15 -1.16 -1.13 0.87
O 24.71973 6.93146 15.92102 1.44 1.90 -1.65 -0.66
O 26.91662 8.24647 15.17409 -1.13 0.18 -1.19 -0.30
C 27.84748 7.37094 15.82536 0.49 0.19 0.97 0.09
C 29.27588 7.94190 15.83011 -0.49 0.85 -0.02 -1.31
O 24.61737 9.21735 14.52362 1.35 -1.23 0.46 -0.01
C 24.68255 10.30958 15.46595 0.26 1.15 0.10 0.87
C 24.65190 11.70540 14.75223 0.11 -0.27 0.12 -1.11
H 24.29263 4.73113 13.28818 -0.06 0.09 0.04 0.32
H 23.48568 5.02539 11.73665 -0.05 -0.04 0.00 0.39
H 25.24671 4.97020 11.82876 0.06 0.27 0.00 0.35
H 24.40855 7.32064 11.63193 0.42 0.23 0.07 0.26
H 23.45311 7.27660 13.04793 -0.21 -0.49 0.27 -0.07
H 27.43626 7.36080 16.83476 0.48 -0.72 0.26 0.05
H 27.87477 6.37744 15.37779 -0.39 0.02 -0.01 0.36
H 29.93321 7.44997 16.54707 -0.18 -0.55 -0.23 0.39
H 29.73274 7.97849 14.84115 -0.06 -0.34 0.00 0.38
H 29.29227 8.97288 16.18353 -0.35 0.18 -0.05 0.23
H 23.87731 10.18383 16.18975 -0.34 0.24 -0.22 -0.19
H 25.58861 10.24526 16.06845 0.24 -0.10 -0.23 -0.59
H 25.04873 12.53135 15.34250 -0.25 -0.28 1.00 0.56
H 25.34010 11.83563 13.91705 -0.13 -0.90 -0.44 0.66
H 23.65391 12.02585 14.45317 -0.06 -0.30 -0.13 -0.31
C 13.53261 11.91602 15.62345 -0.22 1.42 -0.81 -0.28
C 12.74701 12.00756 14.29763 0.58 -0.88 1.58 -0.77
O 12.22181 10.68086 14.01693 1.27 -1.34 -1.36 -0.26
P 13.03499 9.60180 13.10821 0.75 -0.13 -2.96 0.53
O 13.06777 9.82499 11.58459 -0.22 -0.51 4.35 -0.78
O 12.35231 8.19148 13.50360 0.70 2.01 -1.59 -0.37
C 12.26005 7.70507 14.80179 -0.33 -0.48 1.56 0.38
C 11.13907 6.69699 14.75123 -0.21 -0.26 -0.32 -1.40
O 14.54476 9.46897 13.75362 -1.98 0.99 0.54 0.44
C 15.56917 8.64237 13.26304 1.30 -1.07 -1.12 -0.57
C 16.70923 9.44334 12.67741 -0.19 0.60 -0.09 -0.65
H 12.93473 11.55295 16.45941 0.13 -0.30 -0.18 0.28
H 14.51508 11.45580 15.51833 -0.42 -0.41 0.07 -0.14
H 13.74721 12.96473 15.82900 0.18 0.20 0.42 0.41
H 11.87104 12.64244 14.43061 0.08 -0.06 -0.24 0.42
H 13.41238 12.39964 13.52843 -0.28 -0.22 -0.33 0.33
H 13.17368 7.20951 15.13012 0.35 -0.12 -0.35 -0.03
H 12.12420 8.47405 15.56226 -0.40 0.41 -0.25 0.26
H 11.53210 5.85011 14.18872 -0.16 -0.41 0.38 0.28
H 10.73795 6.43209 15.72951 0.26 -0.23 -0.05 0.39
H 10.31377 7.04161 14.12816 -0.02 0.40 0.21 0.36
H 15.99811 7.98509 14.01941 -0.45 0.19 0.69 -0.10
H 15.25429 7.95619 12.47684 -0.65 0.09 -0.07 0.40
H 17.51054 8.81606 12.28685 -0.15 -0.23 0.05 0.48
H 16.30039 10.03766 11.86026 0.17 0.17 -0.04 0.44
H 17.15532 10.10063 13.42379 -0.02 0.12 0.04 -0.18
C 24.09000 14.17298 18.05914 0.15 0.32 0.33 0.03
C 23.53181 15.19513 17.08867 -0.12 -0.81 0.25 -0.80
O 22.11029 15.16178 17.04581 -2.14 0.39 1.01 0.29
P 21.16284 15.74403 18.23865 0.32 0.26 -0.09 0.31
O 21.95079 16.38529 19.32040 -0.87 -0.39 -0.88 -0.89
O 20.12787 16.71856 17.46603 1.10 -0.56 1.46 -0.41
C 19.16798 16.12309 16.58520 -0.75 0.56 -0.40 1.13
C 18.36293 17.24885 15.88672 0.32 -0.74 -0.24 -1.50
O 20.25078 14.48613 18.71198 1.17 0.82 -1.72 0.31
C 19.49825 14.54075 19.91398 0.06 -0.75 1.07 -0.36
C 19.92015 13.25415 20.69026 0.00 1.56 -0.40 -0.53
H 25.16600 14.34679 18.06891 0.18 -0.29 0.16 0.31
H 23.70880 14.35089 19.06469 0.05 0.30 0.02 0.13
H 23.88758 13.11893 17.86913 -0.05 0.25 -0.61 -0.41
H 23.88121 16.19297 17.35391 -0.01 0.00 -0.15 0.50
H 23.79381 14.91659 16.06795 0.32 0.32 -0.05 0.20
H 19.75437 15.45339 15.95611 -0.47 0.20 -0.79 -0.09
H 18.45133 15.49430 17.11354 0.09 0.03 0.41 -0.27
H 17.81460 17.93494 16.53226 0.39 -0.23 0.60 0.42
H 18.98280 17.86133 15.23195 0.04 -0.14 -0.08 0.28
H 17.57018 16.76777 15.31381 0.19 -0.10 -0.34 0.28
H 19.74471 15.46787 20.43149 0.07 -0.15 0.35 0.67
H 18.42614 14.55922 19.71818 0.07 -0.08 -0.37 0.04
H 20.96492 13.42575 20.94934 0.05 -0.31 0.14 0.13
H 19.34092 13.11608 21.60324 -0.05 -0.13 -0.13 0.27
H 19.86498 12.40859 20.00464 -0.14 -0.06 0.17 -0.14
C 18.29886 11.69925 10.18389 0.01 1.85 0.91 -1.64
C 19.33313 12.35553 11.18620 -0.45 -3.54 -0.50 1.20
O 19.62868 13.67137 10.98688 0.09 4.19 -0.26 -0.61
P 20.03570 14.65044 12.19028 1.72 0.35 -0.32 -0.09
O 19.10787 14.70843 13.30818 -0.28 -0.13 0.46 -0.29
O 21.53594 14.15973 12.64470 -2.74 0.44 -0.12 1.02
C 22.45817 13.85726 11.61970 1.34 1.39 -0.18 0.15
C 23.76378 14.54680 12.05083 0.00 -1.74 0.82 -1.05
O 20.35865 16.10166 11.52148 -0.56 -3.42 -1.27 -0.37
C 20.06828 17.27128 12.20273 0.75 1.48 1.63 -0.33
C 21.16401 17.45601 13.28426 -0.37 0.23 0.02 -0.58
H 18.49197 12.02789 9.16272 0.59 -0.74 -0.13 0.40
H 18.22015 10.63353 10.39871 0.49 0.03 -0.49 0.31
H 17.28743 12.08561 10.30975 -0.10 0.19 0.58 0.47
H 19.00849 12.15125 12.20648 -0.07 0.05 0.10 -0.46
H 20.28797 11.86189 11.00542 -0.02 -0.72 0.28 -0.11
H 22.52612 12.77015 11.57861 0.35 0.07 -0.31 -0.22
H 22.21634 14.30030 10.65361 -0.65 -0.33 -0.10 0.45
H 23.76491 15.62164 12.23196 -0.37 -0.02 -0.77 0.24
H 23.91722 14.13171 13.04695 0.49 -0.06 0.20 0.00
H 24.57063 14.17722 11.41797 0.18 0.45 -0.03 0.37
H 20.11153 18.07806 11.47106 0.00 -0.05 -0.02 0.36
H 19.07366 17.25830 12.64845 -0.03 -0.11 -0.01 0.28
H 20.98404 16.83006 14.15827 -0.11 -0.22 -0.09 -0.12
H 22.13354 17.17242 12.87475 -0.04 0.08 -0.11 0.14
H 21.24589 18.47318 13.66735 -0.16 0.14 -0.19 0.46
C 22.47779 9.37817 10.63593 -0.41 -0.03 0.74 -1.02
C 21.26868 8.71416 10.87595 -1.30 -1.00 0.36 -1.38
C 20.85736 8.91112 12.20796 -0.62 -0.81 -1.96 -0.16
N 21.78139 9.66920 12.78420 2.16 1.26 -1.15 2.88
C 22.76451 9.98881 11.82399 0.33 0.48 1.65 -0.76
H 23.02435 9.31187 9.70681 0.15 0.34 0.23 0.54
H 20.81011 8.08581 10.12676 -0.37 0.02 0.22 0.46
H 19.95697 8.62833 12.73306 0.12 -0.26 -0.04 0.18
H 21.73988 10.04773 13.71966 0.02 0.01 -0.05 -1.04
H 23.60898 10.58226 12.14193 0.00 -0.07 -0.07 0.32
C 20.25448 10.40795 15.45219 -0.73 -2.14 0.74 -0.15
C 20.51191 11.65718 14.97507 1.81 2.70 1.32 0.86
C 21.34471 12.25679 15.96147 -0.16 -0.04 -0.67 -0.52
N 21.51874 11.39829 17.02647 -0.95 -0.26 -2.36 1.89
C 20.86902 10.23094 16.67977 -0.18 -0.15 0.38 -0.63
H 19.64640 9.68274 14.93190 -0.06 -0.28 0.26 -0.30
H 20.09943 12.13489 14.09869 0.37 -0.01 0.02 -1.80
H 21.95758 13.14472 15.91275 -0.54 0.20 0.08 0.40
H 22.10954 11.57936 17.82538 0.07 -0.30 0.19 -0.26
H 20.81376 9.36028 17.31639 0.17 0.16 0.15 0.51
```
Positions in Å, forces in eV/Å.

Values from the calculation:
E (eV): -179064.38513
Multiplicity: 1
Structure (SMILES): CCOP(=O)(OCC)OCC.CCOP(=O)(OCC)OCC.CCOP(=O)(OCC)OCC.CCOP(=O)(OCC)OCC.CCOP(=O)(OCC)OCC.CCOP(=O)(OCC)OCC.CCOP(=O)(OCC)OCC.c1cc[nH]c1.c1cc[nH]c1